298
Properties=species:S:1:pos:R:3:forces:R:3:mulliken_charge:R:1 method="wB97M-V/def2-TZVPD" total_charge=0 gap_ev=7.80 e_homo_ha=-0.277 max_force_ev_per_a=5.18
O 3.94679 -0.89037 3.12742 0.382 1.638 -1.321 -0.413
O 4.52475 -4.47414 -2.96972 -0.348 1.703 1.426 -0.725
O -0.23130 4.30705 4.36329 -1.831 1.160 1.841 -0.440
O -0.84503 -3.00468 5.90317 0.325 -3.207 -0.923 -0.597
O 4.65520 7.38089 4.46258 -1.553 -0.513 -1.464 -0.660
O 3.79752 1.78809 5.41158 -0.599 -1.189 0.335 -0.577
O 5.94591 0.37397 -2.29231 3.009 -0.123 1.198 -0.600
O -3.36370 1.57984 8.69983 0.266 -0.100 0.842 -0.616
O -4.76803 -2.37197 -4.72162 1.319 -0.391 -1.636 -0.590
O 5.99413 -4.29054 3.88335 0.784 -3.255 -1.778 -0.581
O 7.82691 3.85059 -1.24724 -2.590 3.421 2.105 -0.752
O 2.32251 -0.79912 -5.34158 0.706 -2.118 -0.580 -0.576
N -1.36756 -5.26458 5.90943 -2.264 0.000 1.436 0.259
N 5.54138 -3.47308 -1.18624 0.361 -0.166 0.966 0.302
N -6.14600 -2.76031 3.28307 -0.074 0.981 2.745 0.362
N -3.41046 4.77931 0.44896 -0.816 0.375 -0.124 0.111
N 8.26868 0.15034 -2.40648 0.610 -0.802 0.173 0.256
N -1.37962 3.86183 -5.36220 1.017 -1.889 -0.317 0.164
N -3.69823 -5.27025 -7.70768 1.293 0.564 -0.501 0.347
N 3.91935 6.20015 -1.86484 1.562 -2.281 -1.216 0.757
N 2.30001 0.06395 5.70237 -0.472 -0.477 0.721 0.401
N -6.88031 -7.53771 -0.78116 -0.521 -3.469 -0.528 0.225
N 5.32426 0.55587 1.88806 -1.139 1.159 0.475 1.170
N 3.36453 5.67344 3.56136 -0.662 2.751 -0.872 0.541
N 1.75455 -2.95108 -4.93126 -0.165 -1.483 0.467 0.371
N 7.80739 5.57702 0.31183 1.379 0.315 0.438 0.211
N -1.28545 6.04525 5.52628 -0.079 0.897 -0.493 0.274
N -6.17884 -2.52131 -3.11771 -3.113 0.556 3.529 0.347
N 7.01998 -2.49433 4.93802 -1.161 -1.404 -0.867 0.146
N 1.17903 -1.03492 -0.51159 0.721 -0.310 -1.940 0.638
N -2.76857 0.54171 6.76564 2.378 -1.294 -0.986 0.233
C 2.21244 -0.17391 -1.17227 -1.578 0.115 0.009 0.949
C 4.88366 7.28983 -1.68573 -2.178 1.614 -0.222 -0.507
C 3.78897 6.99106 3.65759 1.580 -1.015 2.249 0.060
C 4.54134 8.11468 -0.41306 0.308 -0.453 -0.349 -1.218
C 4.27316 5.44244 -3.11050 0.490 -1.930 1.620 -0.830
C 1.14074 0.90324 5.64970 -0.748 0.077 -1.504 -0.174
C -4.68485 -6.83277 -1.82808 -0.830 0.531 0.399 -1.506
C -5.73039 -1.34630 -2.33867 1.690 0.613 -1.421 -1.109
C -0.41352 3.84904 -3.07644 -0.217 -0.954 1.286 -1.174
C 2.47745 6.47715 -1.87666 1.546 -1.778 1.675 0.052
C -7.21068 -3.43480 4.00748 -1.255 -1.027 -0.001 -0.482
C 0.78500 -0.33745 1.76768 0.685 0.241 1.439 0.502
C 6.59650 -0.20706 2.10048 -2.224 0.335 0.097 -0.829
C 8.41486 -2.89266 4.83186 -0.245 0.502 0.750 -1.070
C 4.09284 0.18375 2.51673 2.450 -1.413 0.871 -0.247
C 3.75625 4.65557 4.46003 0.531 -0.879 1.373 -0.713
C -0.44303 4.50061 -4.40155 -1.252 0.603 -1.441 -0.641
C -2.19154 -5.20254 -5.79786 -0.146 1.405 1.233 -1.176
C -6.55311 -2.10143 2.07932 -0.719 -1.081 -0.895 -1.305
C -5.68166 -3.00184 -4.24421 1.580 1.548 -0.188 0.430
C -0.20378 -0.82035 -0.89884 1.556 1.729 -3.137 0.049
C -7.86794 -7.63014 -3.16537 0.658 0.959 0.473 -0.432
C 2.56616 5.38299 2.38829 0.369 -0.353 -0.339 -1.151
C -1.76379 4.73229 -6.41219 -1.526 2.240 -0.844 -0.521
C 3.87817 3.93403 -3.04844 -0.574 0.296 -0.612 -0.354
C -2.40511 -6.54592 -9.45525 0.618 2.035 1.027 -1.123
C -0.75781 -4.19483 5.46164 0.729 2.971 -1.011 -0.082
C -2.83287 0.48249 5.28196 -1.585 0.091 0.575 -0.812
C -2.65963 -5.14591 -8.74971 -0.550 -1.325 -2.108 -0.767
C -3.75056 -2.46025 3.23306 0.070 -0.490 1.460 -0.997
C -2.89623 3.42438 0.19281 -1.074 -0.311 0.043 0.605
C -7.58477 -7.92763 1.51532 -0.181 -0.866 -1.230 -1.308
C 0.46821 -2.70956 -4.21280 2.112 0.969 -1.094 -0.477
C -0.81389 7.19438 4.69983 0.204 -1.161 0.107 -0.678
C -2.23210 6.33396 -1.20473 0.959 0.199 0.620 -0.927
C 5.59241 -2.40988 -0.20832 -0.395 0.619 0.363 -0.449
C -2.98939 4.73074 2.91129 -0.717 0.043 -1.030 -0.188
C -1.19114 -1.85860 -0.57966 -0.071 0.149 2.254 -1.513
C 2.56090 -2.03235 -5.43472 -0.744 4.065 1.032 0.060
C 7.12508 0.64675 -1.90240 -3.310 0.661 -2.472 0.630
C 7.19033 4.78688 -0.59634 2.666 -3.176 -0.857 0.243
C -6.14955 -5.58635 -7.42891 -0.003 -0.640 0.021 -1.298
C -3.41591 1.46174 7.49856 -0.309 0.092 -0.148 0.088
C -3.38157 -4.55824 -6.52243 1.598 -0.679 1.695 0.397
C -2.42517 5.83950 0.26684 0.265 -0.312 -0.727 -0.460
C 5.98827 -3.29378 4.49223 -0.431 4.623 2.291 0.181
C 0.42430 2.30421 -6.50401 0.357 0.939 -1.030 -0.911
C 3.50238 0.61062 5.67238 1.523 0.795 -0.183 0.334
C -7.96959 -7.36939 0.12678 -0.084 1.042 0.946 -0.538
C 2.07247 -1.38171 5.93935 1.063 1.298 0.931 -0.665
C -1.38254 -6.64874 5.41633 1.567 0.505 -0.408 -0.935
C 9.55281 0.55154 -1.81852 -0.318 -0.691 0.096 -1.079
C 1.32124 -1.38191 0.85292 0.612 -1.194 -0.436 -1.344
C 9.24222 5.35326 0.66011 -0.830 -1.487 -1.292 -1.064
C -4.04926 4.85477 1.78177 0.637 -0.271 0.253 -1.150
C 4.57452 -3.55939 -2.11843 1.008 -1.414 -1.385 0.303
C -6.72018 -3.10294 0.88179 0.452 1.192 -0.662 -0.331
C -7.53540 -2.86313 -2.68665 -0.020 -1.124 -0.148 -0.989
C -1.01830 4.74718 5.23778 2.376 -0.317 -1.208 -0.216
C -1.82380 -0.46851 7.39421 -1.250 0.552 -0.029 -0.702
C -2.08234 -5.09082 7.15888 -0.534 0.813 0.799 -0.977
C 2.03481 7.37992 -2.92756 -2.038 1.921 -0.629 -1.463
C -7.21700 -8.35388 -2.00718 0.982 -0.366 1.078 -1.070
C -5.90950 -6.49818 -0.85471 0.454 0.406 -2.798 0.662
C -2.84415 5.78755 -6.04773 -0.919 -0.878 0.692 -1.135
C -2.41586 6.34267 6.41963 0.812 0.335 -0.789 -0.972
C 7.20300 6.66630 1.05320 -0.826 0.363 -0.317 -0.496
C -8.38931 -2.62918 4.61883 0.492 0.488 -1.247 -1.334
C 5.50413 1.96629 1.46010 -0.790 0.348 -0.151 -0.693
C 2.12163 1.40513 -0.97888 0.429 -1.622 -0.907 -0.305
C -0.94590 2.49517 -5.88088 -0.254 0.107 1.699 -0.602
C -4.10724 2.42322 0.04074 0.690 -0.088 0.611 -1.479
C 6.71874 -1.21996 5.61176 -0.099 0.039 -0.425 -0.843
C 6.67156 -4.41216 -1.06233 -0.702 0.449 -0.341 -1.001
C 8.39779 -0.82282 -3.52744 -0.499 0.687 -0.161 -0.986
C -4.97719 -4.89390 -8.16311 -3.083 -0.954 -1.069 -0.388
C 2.17050 -4.29271 -5.18111 -0.712 -1.537 -1.119 -1.062
C -4.90599 -3.48754 3.35657 0.948 1.414 -1.045 -0.217
H -8.09188 -1.97109 -2.39904 -0.003 0.011 -0.285 0.388
H -3.26101 1.41058 4.90320 0.247 0.210 0.042 0.261
H -0.14309 4.48990 -2.23724 0.544 0.334 -0.279 0.327
H -6.89690 -4.08516 4.82399 1.046 0.378 0.041 0.462
H -0.92064 5.46868 -4.25042 0.368 0.366 -0.073 0.293
H 7.56107 -1.49915 -3.70240 -0.396 0.470 0.518 0.280
H -8.27263 -7.67740 2.32300 0.158 0.007 0.006 0.380
H -3.30188 -7.16550 -9.45854 0.401 -0.114 -0.054 0.349
H 1.64870 -4.68818 -6.05258 -0.742 -0.156 -0.145 0.370
H 7.11660 -0.26906 1.14457 0.072 -0.143 0.206 0.010
H -2.77149 -2.88329 3.45797 0.232 -0.423 -0.926 0.394
H -4.22448 -4.51076 -5.83296 -0.036 0.032 -0.326 -0.558
H 1.18749 -0.54832 2.75847 -0.014 0.184 0.293 -0.488
H -0.87577 -0.56198 6.86448 -0.378 0.242 -0.115 -0.168
H 3.23030 -0.53759 -1.03157 -0.141 -0.043 0.680 -1.229
H 0.52446 4.64810 -4.88143 0.350 0.109 0.200 0.454
H 2.16056 1.74624 -2.01340 -0.152 0.568 0.182 0.160
H -3.39303 4.92190 3.90559 -0.022 -0.038 -0.037 0.470
H -6.37732 -0.47499 -2.44064 -0.737 -0.410 0.221 0.435
H 1.18170 1.70859 -0.51788 0.227 0.146 0.083 0.200
H -1.55795 -6.86054 -8.84579 -0.388 -1.303 -0.119 0.249
H -2.32374 -6.11738 -5.22019 -0.050 -0.669 -1.090 0.296
H -2.18111 5.42337 2.67663 0.088 -0.125 0.478 0.051
H -6.44764 -4.98643 -6.56907 -0.045 -0.264 0.170 0.175
H 9.50584 4.50736 0.02524 0.116 -0.272 0.274 0.260
H 1.23036 0.59531 1.42169 -0.319 0.278 0.255 -0.102
H -0.97335 1.83159 -5.01658 0.022 0.101 0.379 0.225
H -8.05031 -3.40487 -3.48005 -0.138 0.226 -0.140 0.460
H 9.97906 -0.40234 -1.50787 0.661 0.233 0.141 0.427
H -7.53966 -9.00122 1.33234 -0.274 -0.285 0.538 0.386
H -1.30570 -5.06162 -6.41716 0.132 -0.909 0.093 0.245
H 3.28046 0.92635 2.54434 0.395 0.150 -0.595 0.551
H 4.28951 -0.11532 5.92856 -0.024 0.002 -0.197 -0.154
H 5.06809 -2.76257 4.78082 -0.564 -0.187 -0.055 0.206
H 3.60081 8.66096 -0.34160 -0.120 -0.070 -0.706 0.333
H -1.53692 7.48651 3.93826 -0.361 -0.078 0.122 0.333
H 4.47534 7.37127 0.38135 0.124 0.136 0.263 -0.045
H 1.39080 -1.86922 5.24239 0.115 0.305 -0.030 0.076
H -7.56838 -4.19280 3.31064 -0.973 -0.274 -0.185 0.238
H 3.94042 -2.66037 -2.07495 -0.419 -0.323 -0.223 0.384
H -2.15704 -1.55181 -0.98096 -0.029 -0.372 0.099 0.422
H 5.86268 2.16045 0.44924 0.515 -0.966 -0.183 -0.262
H 3.27062 7.69152 2.98462 0.069 -0.204 -0.094 0.411
H 4.76981 -1.69488 -0.19361 -0.265 -0.176 -0.876 -0.448
H -7.02737 -5.69275 -8.06625 -0.040 0.434 -0.198 0.478
H 2.27997 6.72355 -0.83340 -0.568 0.945 -0.145 0.176
H 3.06472 -1.83211 5.96502 -0.124 -0.288 -0.416 0.159
H 4.57002 2.52335 1.38783 -0.542 -0.450 0.477 -0.034
H 2.06986 -0.36436 -2.23599 -0.178 0.106 -0.154 0.183
H -8.90662 -7.72926 -0.29816 0.138 -0.830 0.176 0.508
H 2.10872 8.40050 -2.55201 0.435 0.329 -0.593 0.359
H 3.02255 1.78663 -0.49838 -0.276 0.114 0.375 -0.353
H -7.72257 -9.29224 -1.77919 -1.097 0.481 0.980 0.484
H -3.83197 -1.90470 4.16730 -0.440 0.505 -0.284 0.099
H -1.63750 -4.81855 -8.55947 -0.349 0.282 1.335 0.416
H -9.19271 -3.21317 5.06783 0.417 -0.484 0.038 0.415
H -5.57037 -5.99759 0.05220 0.000 -0.970 0.584 0.163
H -1.47989 4.10095 6.00036 -0.136 -0.291 -0.323 0.317
H 7.63111 -0.71570 5.93020 0.075 -0.262 -0.113 0.398
H 3.49780 -2.43363 -5.85112 -0.202 0.167 -0.126 0.214
H -0.87143 -2.86318 -0.85662 -0.122 0.124 -0.255 0.280
H -2.13021 6.97556 7.25984 0.297 -0.361 0.248 0.309
H 7.19807 0.26648 2.87635 0.113 0.134 -0.100 0.347
H -2.87700 6.14225 -5.01758 0.589 0.180 0.052 0.242
H 6.11145 2.58922 2.11678 0.296 -0.432 0.413 0.466
H -2.21826 3.33588 -0.65610 -0.419 0.575 -0.434 -0.202
H 6.22061 -1.16001 2.47292 0.588 -0.282 -0.178 0.071
H -2.28086 -7.18124 5.72869 0.274 0.218 0.238 0.282
H -3.56566 -0.27258 4.99735 0.058 -0.091 0.061 0.218
H -5.99010 -1.23393 1.73499 0.957 -0.274 0.300 0.143
H -4.14201 -7.76419 -1.66722 -0.135 0.018 0.762 0.356
H -4.76302 -3.93142 4.34178 -0.405 -0.154 -0.101 0.486
H 5.94763 7.05463 -1.65838 -0.203 -0.997 0.254 0.601
H 0.59160 -3.00524 -3.17095 -0.289 -0.299 -0.085 0.410
H 9.98619 6.09037 0.35799 -0.605 0.703 0.346 0.322
H -1.16954 6.54945 -1.31702 0.287 0.000 -0.026 -0.039
H 3.89117 5.85457 -4.04448 -0.005 0.300 0.023 0.195
H -0.32991 -0.76058 -1.97987 1.131 -0.005 -0.705 0.381
H -4.89145 2.73332 -0.64988 0.355 0.401 -0.164 0.379
H -6.94735 -4.14390 1.11173 -0.537 0.261 0.254 0.045
H -1.05673 5.40763 -6.89394 1.365 -0.642 -0.052 0.292
H -2.93988 -4.45644 -9.54607 -0.607 0.352 0.100 0.499
H 4.79829 7.83153 -2.62774 0.228 1.131 0.020 0.454
H -5.10365 -5.12680 -9.22040 0.318 -0.208 -0.112 0.467
H -0.29269 -0.23460 1.89455 -0.051 -0.102 -0.451 0.634
H -4.09362 2.13205 6.94756 0.158 -0.079 -0.599 0.388
H -8.88103 -2.10483 3.79947 -0.094 0.397 0.143 0.326
H -4.96892 -6.93032 -2.87588 -0.538 0.211 -0.002 0.295
H -4.61190 2.25240 0.99165 0.030 0.246 0.173 0.256
H -6.53824 -7.69983 1.71772 -0.169 0.569 0.257 0.256
H -2.82694 5.38105 6.72685 -0.401 0.434 0.180 0.334
H -6.04914 -3.94500 -4.67735 -0.472 0.130 0.325 0.049
H -5.46070 -1.53026 -1.29870 -0.645 -0.511 0.023 0.168
H 1.66230 4.79216 2.53681 0.094 -0.057 0.524 0.289
H 4.04055 3.37624 -2.12615 0.110 0.631 0.336 -0.196
H 6.70078 -4.99640 -1.98206 0.246 -0.020 0.197 0.344
H 7.51545 6.71402 2.09636 0.175 -0.373 -0.069 0.412
H -6.52406 -5.71887 -1.30535 0.640 1.239 -0.611 -0.394
H 8.60501 -3.07653 5.88928 1.546 0.730 0.013 0.424
H 0.96383 7.27765 -3.10262 -0.330 -0.165 0.233 0.369
H -1.28267 -6.76531 4.33720 -0.288 0.610 -0.137 0.340
H 0.08031 6.89341 4.15403 0.067 -0.074 0.226 0.023
H -1.73878 2.06121 -6.49008 -0.050 0.495 -0.329 0.490
H -1.45743 -5.49690 7.95429 -0.714 -0.745 0.225 0.379
H -4.74039 4.01945 1.89437 -0.130 0.185 -0.156 0.365
H 1.71965 -1.44791 6.96853 -0.520 -0.377 -0.063 0.418
H 8.76678 -3.81397 4.36769 -1.288 -0.115 -0.532 0.290
H -5.83905 -3.16277 0.24292 0.706 -0.053 0.456 0.328
H -3.75183 -1.76359 2.39476 -0.005 -0.352 -0.081 0.285
H -4.81909 -0.89749 -2.73390 0.269 -0.614 -0.433 0.400
H -1.93521 0.23807 4.71400 0.425 0.222 0.733 0.234
H -2.00272 -4.54832 -4.94672 0.140 0.511 0.097 0.351
H -0.46311 0.22132 -0.70979 -0.894 0.147 1.056 0.184
H 0.77818 1.27345 -6.52382 -0.210 -0.035 0.306 0.307
H -2.59416 6.69615 0.91930 -0.773 0.109 -0.147 0.396
H -8.25990 -6.32687 0.25704 0.364 0.780 -0.050 0.197
H -7.40354 -8.00275 -4.07837 -0.777 0.021 -0.308 0.306
H 5.33002 8.83497 -0.19566 0.058 -0.113 0.095 0.409
H 4.47271 3.38312 -3.77722 -0.055 0.084 -0.252 0.606
H -4.63976 5.76818 1.85312 0.134 0.131 -0.082 0.448
H -2.22396 3.18074 1.01549 -0.068 -0.700 0.297 0.048
H -5.38176 -3.88518 -8.07994 1.314 1.080 -0.054 0.249
H -0.44443 -7.06571 5.78266 -0.358 -0.807 0.365 0.382
H 2.37262 -1.61502 1.02139 0.298 0.649 0.284 0.080
H 5.35242 5.31678 -3.19705 0.231 0.943 0.103 0.463
H -3.81926 1.40833 -0.23348 0.473 0.078 -0.297 0.393
H 0.45453 -1.62074 -4.26165 -0.758 0.054 0.175 0.015
H -6.36202 -8.94217 -2.34038 0.968 1.021 -0.270 0.422
H -7.56117 -3.54450 -1.83625 0.223 0.050 0.208 -0.031
H 2.26885 6.32495 1.92740 0.018 -0.048 -0.083 0.294
H 2.92600 4.04151 4.80887 -0.256 0.181 -0.245 0.024
H -8.95435 -7.55449 -3.11964 -0.005 -0.611 -0.346 0.364
H 1.93052 -4.98176 -4.37134 0.549 0.217 0.199 0.370
H 4.21399 5.08540 5.35100 -0.088 0.285 -0.111 0.358
H 3.22632 4.85700 1.69863 -0.236 -0.173 -0.479 0.253
H 0.94334 -2.39848 0.96190 -0.785 0.003 0.495 0.507
H 1.33019 1.97665 5.64459 0.464 -0.214 0.363 0.027
H 3.18295 -4.37156 -5.57709 0.283 0.173 1.005 0.279
H 6.11394 6.62130 1.04910 0.132 -0.330 -0.040 -0.214
H -0.34208 -3.17781 -4.77160 -0.026 0.045 0.362 -0.015
H 6.48355 -1.80695 -0.38282 0.172 -0.101 0.273 0.145
H -7.37329 -2.64970 0.13606 -0.771 -0.359 0.308 0.439
H 7.56766 -3.81801 -0.88317 0.170 0.045 -0.462 0.293
H 8.84222 -2.06126 4.27130 1.087 -0.042 0.749 0.324
H 8.51057 -0.21457 -4.42488 0.046 -0.156 -0.224 0.338
H -4.89282 -4.26412 2.59182 0.359 -0.422 -0.165 0.047
H 6.18233 -0.53850 4.95148 0.181 0.013 -0.327 0.145
H -0.59097 8.06210 5.32070 -0.026 -0.195 0.156 0.368
H -7.47920 -1.57560 2.31159 -0.421 -0.510 -0.080 0.379
H -2.29752 4.22847 -7.21803 0.632 -0.671 -0.026 0.417
H -2.67862 7.30461 -1.42052 -0.570 -0.222 0.155 0.451
H -3.00339 -3.55084 -6.69628 -0.564 0.527 -0.270 0.185
H -3.07769 6.98587 5.83965 -0.669 -0.447 0.028 0.329
H 9.45291 1.18626 -0.93803 -0.393 -0.014 -0.137 0.266
H -3.79207 5.25523 -6.12637 -0.345 0.282 -0.145 0.343
H -8.03535 -1.90757 5.35510 0.045 0.036 -0.069 0.282
H 0.39052 0.63543 6.39369 0.307 0.089 -0.026 0.090
H -2.43862 5.64233 -2.02150 -0.440 -0.231 0.397 0.249
H 5.51759 -2.77418 0.81628 0.617 -0.432 0.069 0.500
H 0.20844 2.95569 -3.01995 -0.043 -0.090 -0.051 0.061
H -0.15609 -4.45511 4.57712 0.174 0.437 -0.123 0.456
H 1.96110 5.51873 -1.93050 0.296 -0.322 -0.351 -0.184
H 0.76763 0.69804 4.64631 -0.948 0.225 -0.026 -0.008
H -1.16211 -1.77491 0.50673 -1.110 -0.916 0.393 0.023
H -1.43685 3.59424 -2.80078 -0.137 -0.413 -0.232 0.528
H -2.24766 -4.06788 7.49704 0.856 0.437 -0.751 0.180
H 7.44997 7.62599 0.59921 0.186 0.093 -0.044 0.305
H 6.09558 4.90235 -0.61625 0.147 0.124 -0.380 0.363
H -2.28422 -1.45561 7.35238 -0.053 0.028 -0.042 0.426
H -1.64654 -0.22125 8.44089 -0.120 0.228 -0.159 0.272
H 9.30232 5.03855 1.70196 0.150 0.370 0.009 0.372
H 2.83392 3.80102 -3.33119 -0.144 -0.152 0.057 -0.206
H 9.26264 -1.48365 -3.46881 0.228 0.367 0.575 0.348
H 6.61321 -5.04829 -0.17914 -0.481 -0.176 -0.050 0.319
H 10.21398 1.06678 -2.51529 -0.104 -0.121 -0.217 0.325
H 7.25987 1.58434 -1.34119 0.348 -0.486 0.599 -0.133
H -5.95452 -6.61712 -7.13296 0.392 0.043 0.267 0.328
H -1.98024 -6.31965 -10.43320 -0.319 -0.362 -0.258 0.353
H 6.06413 -1.27176 6.48176 0.167 -0.653 0.229 0.412
H -3.13919 -5.34359 7.07360 0.232 -1.254 0.197 0.378
H 1.20475 2.92353 -6.06190 -0.020 -0.174 0.523 0.169
H -2.84010 6.63258 -6.73621 0.024 -0.051 0.039 0.306
H 0.44179 2.65004 -7.53755 -0.194 -0.038 -0.280 0.330
H 2.40482 7.25293 -3.94494 0.666 0.035 0.362 0.310
H -1.48752 5.49274 0.70122 0.699 -0.224 -0.447 0.280
H -3.97690 -6.00407 -1.81542 0.060 -0.005 0.221 0.428
H -2.61774 3.70942 2.82832 0.282 0.163 0.557 0.060
H -7.56163 -6.58873 -3.06677 0.217 0.231 -0.296 -0.167
H 4.49453 3.93611 4.10591 0.086 0.070 -0.581 0.235